No. 1
{"formula": "C4H5N", "method": "ωB97M-V/def2-TZVPD", "symbols": ["C", "N", "H", "H", "C", "H", "H", "C", "H", "C"], "xyz": [[3.492, 0.217, -0.196], [2.293, -0.047, -0.052], [-0.463, -1.817, 0.753], [-2.018, -0.210, 0.113], [1.284, -0.715, 0.242], [3.978, 1.083, -0.537], [-0.580, 0.998, 0.278], [-0.006, -1.022, 0.259], [-0.924, 0.153, -1.278], [-1.022, 0.125, -0.194]], "forces_ev_per_a": [[-0.54, -1.74, 1.03], [0.72, -0.08, -0.07], [-0.07, -1.64, 0.53], [0.13, 0.72, -0.03], [-0.93, -0.65, -0.19], [-0.24, 1.34, -0.72], [-0.88, 0.40, -0.15], [0.48, 3.44, -0.72], [-0.36, 0.39, -0.03], [1.70, -2.18, 0.33]], "nbo_charge": [-0.02, -0.34, 0.21, 0.22, 0.20, 0.18, 0.22, -0.25, 0.22, -0.63]}



No. 2
{"formula": "C5H11N", "method": "ωB97M-V/def2-TZVPD", "symbols": ["H", "C", "H", "H", "C", "N", "H", "H", "C", "C", "H", "C", "H", "H", "H", "H", "H"], "xyz": [[-1.467, 2.014, 2.562], [-0.261, -1.880, -1.615], [-0.403, 2.154, 0.306], [-0.985, 0.285, 2.735], [-1.274, 1.147, 2.022], [0.072, 0.052, 0.325], [0.667, 0.774, -1.634], [-2.173, 0.835, 1.478], [0.994, 0.082, -0.772], [1.052, -1.347, -1.325], [0.807, 1.718, 1.548], [-0.153, 1.308, 0.969], [-1.077, -1.235, -1.333], [2.045, -1.723, -1.768], [2.063, 0.387, -0.476], [0.484, -2.088, -0.549], [-0.393, -2.485, -2.475]], "forces_ev_per_a": [[-0.28, 1.60, 0.99], [2.26, 2.82, -1.32], [-0.08, -0.09, -0.38], [-0.48, 1.40, -1.06], [1.06, -3.05, -0.74], [0.28, -0.48, -0.30], [0.40, -0.44, 0.54], [-0.01, 0.03, 0.26], [0.46, 0.59, 0.72], [-0.37, 1.26, -1.92], [-1.39, -0.74, -0.97], [1.42, 0.38, 1.61], [0.02, -0.08, 0.49], [-1.94, 0.00, 0.84], [-1.03, -0.31, -0.50], [-0.31, -1.05, 1.53], [0.00, -1.84, 0.20]], "mulliken_charge": [0.43, -0.59, 0.31, 0.23, -1.14, -0.52, 0.24, 0.26, -0.27, -0.27, 0.20, -0.43, 0.27, 0.35, 0.29, 0.29, 0.35]}



No. 3
{"formula": "C5H8NO", "method": "ωB97M-V/def2-TZVPD", "symbols": ["H", "O", "C", "H", "C", "H", "H", "H", "C", "H", "C", "H", "H", "C", "N"], "xyz": [[0.832, -0.673, 1.845], [-1.892, 0.429, 0.885], [-1.360, -1.185, -0.714], [-1.589, 1.305, 1.181], [1.508, -1.038, 1.190], [-0.411, 2.512, -0.219], [2.092, -0.477, -0.573], [-2.335, -1.480, -0.414], [0.316, 0.616, -0.028], [2.411, -1.576, 1.439], [0.518, 2.010, -0.074], [-0.803, -1.545, -1.618], [1.410, 2.465, 0.278], [-1.019, -0.068, -0.049], [1.518, -0.264, 0.164]], "forces_ev_per_a": [[-2.40, -0.19, 2.71], [0.30, 0.53, -0.12], [1.24, 1.52, -0.60], [-0.25, -0.49, 0.04], [3.06, 1.86, -1.81], [-0.18, 0.93, -0.18], [2.09, -0.08, -2.41], [-0.72, -0.90, -0.40], [1.42, 3.57, -0.89], [-0.35, -0.91, -0.14], [-1.36, -5.31, 0.75], [-0.62, 0.09, 1.32], [0.71, 0.49, -0.35], [0.62, -0.65, 0.09], [-3.57, -0.46, 1.98]], "nbo_charge": [0.21, -0.65, -0.43, 0.49, 0.18, 0.23, 0.43, 0.25, 0.04, 0.25, -0.29, 0.24, 0.24, 0.21, -0.38], "charge": 1, "smiles": "C=[NH+]C(=C)C(=C)O"}



No. 4
{"formula": "C26H38N4O8PRb", "method": "ωB97M-V/def2-TZVPD", "symbols": ["C", "H", "H", "H", "O", "H", "H", "H", "O", "H", "C", "C", "O", "H", "C", "C", "H", "C", "C", "H", "H", "H", "H", "N", "H", "H", "C", "C", "H", "N", "C", "H", "H", "H", "H", "C", "C", "H", "C", "C", "H", "N", "H", "H", "H", "H", "H", "C", "H", "H", "C", "C", "H", "C", "H", "H", "C", "C", "H", "N", "Rb", "C", "H", "C", "O", "C", "C", "O", "O", "P", "C", "H", "H", "C", "H", "O", "H", "O"], "xyz": [[3.048, -4.526, -1.498], [-3.965, -1.606, -2.448], [-3.032, -0.923, -1.127], [3.018, 1.759, 1.607], [-4.091, 2.855, -1.577], [5.303, 2.251, -0.448], [-0.089, 2.240, 3.293], [-0.434, -2.525, -3.222], [-4.376, 6.061, 1.501], [-1.924, -1.740, -3.798], [-2.831, -4.001, -2.661], [-3.304, -4.243, 1.015], [3.612, 1.906, 0.863], [-3.990, -4.297, 0.167], [5.150, 1.540, -1.251], [2.808, -3.714, -0.403], [-2.095, -4.751, -2.953], [-3.053, 2.357, -0.940], [0.433, -3.690, -0.907], [5.962, 0.810, -1.241], [0.014, -4.930, 1.646], [-0.735, 3.706, 4.068], [0.999, -2.615, 4.764], [3.054, 1.015, -0.104], [-4.076, -2.325, -0.837], [0.509, 3.832, 2.821], [3.425, -0.086, -2.192], [-2.230, -2.792, -1.943], [-1.450, -5.290, 2.575], [2.272, -0.710, -2.066], [1.515, -3.294, -0.117], [-4.491, 3.674, -1.094], [-3.625, -4.991, 1.750], [3.631, -3.362, 0.209], [-0.110, -4.832, -2.651], [-4.274, 5.142, 0.673], [-0.996, -4.578, 1.873], [-1.007, -1.057, -2.467], [-2.632, 3.053, 0.313], [-1.770, -5.893, -0.078], [-2.050, -6.664, 0.653], [-2.385, 4.339, 2.038], [-0.570, -1.929, 5.177], [2.165, -5.539, -3.175], [-3.593, -4.492, -2.053], [-3.399, -3.255, 1.475], [4.061, -4.823, -1.747], [-1.336, -1.999, -2.910], [-2.560, 5.095, 2.682], [5.197, 2.058, -2.211], [0.451, -0.887, 3.600], [1.986, -4.925, -2.299], [-2.438, -5.990, -0.932], [-1.856, -4.526, 0.601], [0.916, -1.101, 5.715], [-0.752, -6.108, -0.408], [-1.436, 3.369, 2.074], [-0.383, 3.279, 3.127], [4.037, -1.277, -3.812], [-1.561, 2.572, 1.039], [0.080, 0.064, 0.302], [0.695, -4.517, -2.000], [4.089, 0.436, -4.197], [-3.392, -1.861, -1.549], [-4.915, 4.987, -0.406], [3.826, 0.836, -1.114], [-3.156, 4.166, 0.926], [0.857, 0.301, 3.633], [0.027, -1.512, 2.589], [-1.207, -3.037, -0.373], [4.285, -0.296, -3.402], [1.349, -2.634, 0.729], [-3.323, -3.648, -3.576], [0.459, -1.677, 4.910], [5.353, -0.255, -3.169], [1.896, -1.480, -3.016], [-0.907, -3.602, 2.359], [-2.463, 1.371, -1.341]], "forces_ev_per_a": [[-0.05, 0.01, -0.01], [0.02, -0.02, 0.04], [0.01, -0.02, 0.00], [-0.02, 0.01, 0.01], [-0.26, 0.11, 0.08], [0.01, 0.02, 0.01], [-0.02, 0.01, -0.02], [-0.04, 0.03, 0.02], [-0.18, -0.18, 0.11], [0.01, -0.01, 0.05], [0.02, -0.03, -0.04], [0.00, 0.01, 0.00], [-0.03, -0.01, 0.07], [0.01, 0.02, 0.01], [0.03, 0.00, -0.07], [-0.02, 0.04, -0.04], [0.00, 0.03, 0.02], [0.21, -0.07, 0.25], [0.06, 0.01, 0.09], [0.01, 0.00, 0.01], [-0.03, 0.04, 0.01], [-0.01, -0.01, -0.01], [-0.02, 0.02, 0.02], [-0.07, -0.03, 0.16], [-0.01, -0.03, 0.01], [-0.02, 0.01, 0.00], [-0.01, 0.21, 0.32], [0.03, 0.07, -0.02], [0.04, 0.01, -0.04], [-0.07, 0.14, 0.14], [-0.03, 0.03, -0.03], [0.22, 0.13, -0.12], [0.01, 0.02, -0.02], [-0.03, -0.01, 0.00], [-0.01, 0.01, 0.02], [0.35, 0.48, -0.53], [0.00, 0.00, 0.05], [0.02, -0.03, 0.01], [0.04, -0.14, -0.16], [0.00, -0.05, 0.05], [0.00, 0.01, -0.04], [0.08, 0.00, 0.07], [0.04, 0.00, 0.01], [0.00, 0.00, 0.01], [0.01, -0.03, 0.02], [0.02, -0.05, -0.02], [-0.02, 0.00, 0.00], [-0.05, -0.01, -0.04], [0.00, 0.03, -0.01], [0.00, -0.03, 0.01], [0.01, 0.12, -0.33], [-0.01, 0.03, 0.04], [-0.02, 0.03, -0.03], [-0.02, 0.08, 0.02], [-0.01, -0.02, 0.00], [-0.03, 0.02, 0.01], [0.00, -0.02, -0.05], [-0.02, 0.01, -0.05], [0.02, 0.01, 0.01], [-0.01, 0.01, 0.03], [0.16, 0.32, -0.19], [0.02, -0.03, -0.02], [0.01, -0.02, 0.00], [0.00, -0.03, -0.04], [-0.16, -0.34, 0.23], [-0.18, -0.29, -0.26], [-0.11, -0.16, 0.17], [-0.05, -0.18, -0.12], [0.15, 0.10, 0.37], [-0.02, -0.26, -0.19], [0.07, 0.02, -0.03], [-0.05, -0.05, 0.04], [0.01, -0.03, 0.03], [0.00, -0.05, 0.12], [-0.03, -0.01, -0.03], [0.02, -0.08, -0.14], [0.01, -0.03, -0.05], [-0.01, 0.11, 0.04]], "mulliken_charge": [-0.63, 0.54, 0.31, 0.34, -0.61, 0.41, 0.15, 0.42, -0.77, 0.51, -1.86, -1.98, -0.55, 0.32, -1.39, -0.64, 0.21, 0.24, 1.12, 0.26, 0.34, 0.35, 0.28, 0.30, 0.28, 0.21, 0.06, 2.32, 0.54, 0.47, -0.90, 0.47, 0.50, 0.39, 0.01, 0.67, -2.02, 0.28, 0.61, -1.75, 0.54, 0.04, 0.26, 0.38, 0.32, 0.39, 0.33, -1.86, 0.21, 0.30, 0.51, -0.65, 0.26, 1.87, 0.28, 0.27, 0.18, -1.00, 0.38, 0.00, 0.73, 0.03, 0.22, -1.99, -0.82, 0.34, -0.26, -0.83, -0.46, 0.15, -1.47, 0.63, 0.51, -1.06, 0.33, -0.73, 0.37, -0.53], "charge": -2}



No. 5
{"formula": "C8H10F12N2O14S4Zr", "method": "ωB97M-V/def2-TZVPD", "symbols": ["O", "C", "F", "F", "F", "Zr", "O", "F", "O", "C", "H", "C", "H", "O", "O", "O", "H", "S", "C", "H", "C", "S", "H", "O", "C", "H", "H", "S", "O", "F", "H", "C", "O", "O", "F", "H", "F", "O", "O", "O", "F", "F", "O", "F", "C", "H", "N", "F", "F", "S", "N"], "xyz": [[4.269, -0.709, -0.602], [1.335, -2.754, -3.474], [-1.275, 2.159, 2.795], [-0.074, 3.913, 2.108], [2.158, -3.557, -4.233], [-0.144, -0.053, -0.279], [-3.505, -0.641, -0.173], [-2.270, 4.031, 2.580], [2.631, 2.079, -0.604], [-2.035, -2.413, 2.668], [-1.377, -3.017, 3.292], [-1.006, -1.766, 1.781], [-0.562, 1.592, -2.631], [3.714, -1.556, -2.994], [2.760, -1.052, 1.177], [-0.884, 3.527, -0.768], [-1.452, -0.671, -2.704], [2.308, -1.202, -2.755], [2.222, 2.010, 0.539], [-2.498, -1.592, 3.215], [-1.288, 3.296, 2.053], [-3.567, 0.802, -0.047], [3.970, 3.024, 1.168], [-4.358, 1.500, -1.064], [-4.332, 1.050, 1.769], [-2.602, -3.049, 1.987], [0.941, 1.686, -2.471], [2.994, -1.321, -0.208], [-1.182, -1.083, -1.883], [4.268, -3.495, 0.471], [3.422, 1.805, 2.277], [3.073, 2.601, 1.619], [1.891, -0.072, -3.540], [-0.591, -0.607, 1.912], [-4.255, 2.321, 2.157], [2.497, 3.240, 2.289], [0.922, -3.405, -2.371], [-3.187, 3.581, 0.125], [-0.681, -2.181, 0.612], [0.160, 1.300, -2.074], [0.316, -2.317, -4.202], [2.096, -3.772, 0.181], [1.139, 1.433, 0.823], [3.487, -3.710, -1.568], [3.245, -3.174, -0.318], [-1.343, -2.016, -2.019], [-1.753, 1.273, -0.049], [-5.664, 0.731, 1.757], [-3.660, 0.282, 2.593], [-1.863, 2.941, 0.125], [1.590, -0.992, -1.040]], "forces_ev_per_a": [[-2.66, -1.34, -0.65], [1.78, -0.17, 0.75], [0.49, 0.84, -1.09], [-2.07, -0.79, -0.11], [-1.70, 1.61, 1.46], [1.88, 0.02, 4.70], [0.29, 0.78, 0.51], [1.09, 0.35, -0.49], [0.24, -0.02, -1.37], [2.21, 0.11, -0.72], [-0.57, -0.34, 0.59], [-0.67, 0.96, -3.12], [-0.43, 0.38, 0.05], [-2.87, 0.18, 1.51], [-1.57, -0.76, 0.22], [-0.59, -0.74, 0.97], [-0.06, 0.38, -0.39], [1.31, 0.39, -3.06], [2.21, 1.09, -1.06], [-0.29, -0.64, -0.01], [0.03, -0.84, -0.08], [-0.46, -1.18, -1.83], [-0.39, 0.40, 0.14], [1.70, -0.92, 2.16], [-1.14, 1.30, -0.26], [-0.45, 0.17, 0.55], [1.10, -0.01, 0.32], [3.60, 2.14, 2.31], [-0.21, -0.02, -0.72], [-0.68, 0.38, -0.53], [-0.07, -0.31, -0.04], [0.06, -0.50, 0.79], [-0.78, -0.31, 0.62], [0.46, 2.98, 1.84], [0.09, -0.92, -0.15], [0.15, 0.37, -0.27], [-0.38, -0.16, -1.24], [2.03, -2.11, 0.00], [-0.29, -1.57, -1.37], [-0.83, -0.42, 0.06], [0.19, -0.48, 0.23], [1.61, 0.80, -0.80], [-4.07, -2.75, 0.24], [-0.47, 0.84, 1.98], [-0.83, -1.96, -0.23], [-0.06, -0.72, 0.57], [-5.70, 2.19, 0.58], [2.10, -0.11, -0.43], [-0.25, -0.06, -0.25], [1.19, 3.36, 0.47], [4.71, -1.86, -3.32]], "nbo_charge": [-0.84, 0.80, -0.31, -0.30, -0.29, 2.47, -0.91, -0.30, -0.67, -0.72, 0.25, 0.84, 0.51, -0.79, -0.89, -0.89, 0.53, 2.05, 0.81, 0.26, 0.81, 2.06, 0.24, -0.83, 0.84, 0.26, 0.56, 2.16, -0.93, -0.28, 0.24, -0.72, -0.90, -0.72, -0.29, 0.23, -0.31, -0.86, -0.79, -0.94, -0.30, -0.32, -0.82, -0.32, 0.74, 0.55, -1.26, -0.30, -0.29, 2.11, -1.23]}



No. 6
{"formula": "C5H14NO2", "method": "ωB97M-V/def2-TZVPD", "symbols": ["O", "C", "H", "C", "H", "H", "H", "H", "H", "C", "N", "H", "O", "C", "H", "H", "H", "C", "H", "H", "H", "H"], "xyz": [[2.910, 1.076, 2.273], [-0.893, -3.372, -0.086], [-0.021, -3.448, -0.693], [-1.575, 0.542, -0.102], [-1.869, -1.995, -1.349], [-2.436, -2.045, 0.387], [2.534, 0.615, 3.054], [0.200, -0.844, 0.204], [-0.407, 2.266, -1.896], [-0.905, -0.653, -0.127], [-0.723, 1.743, 0.115], [-1.544, -4.007, -0.429], [2.005, 2.084, -0.879], [-1.581, -1.998, -0.284], [-0.857, -3.626, 0.953], [0.426, 3.291, -0.532], [-0.415, 1.886, 1.090], [-0.192, 2.448, -0.835], [2.313, 2.952, -0.517], [2.789, 0.588, 1.511], [-2.535, 0.784, -0.550], [2.776, 1.715, -1.307]], "forces_ev_per_a": [[-0.04, 1.71, 3.18], [2.20, 4.49, 1.57], [1.05, -0.25, 0.14], [2.73, -1.06, -1.04], [-0.63, -0.07, 0.37], [-0.44, 0.39, -0.42], [0.44, 0.22, -1.06], [-1.85, 1.36, -0.67], [-0.04, -0.04, 0.65], [0.59, -0.30, 2.03], [0.20, -0.32, -0.64], [-3.64, -3.67, -2.25], [0.78, 0.93, 0.54], [-0.42, -0.08, -1.03], [1.01, 0.02, 0.67], [-0.87, -0.05, -0.26], [-0.27, 0.28, -0.72], [-0.63, 0.07, 1.26], [-0.01, -1.11, -0.37], [-0.48, -1.91, -2.16], [-0.05, -0.35, 0.52], [0.38, -0.25, -0.31]], "nbo_charge": [-0.95, -0.58, 0.21, -0.14, 0.23, 0.24, 0.48, 0.23, 0.24, -0.09, -0.45, 0.22, -0.94, -0.46, 0.22, 0.22, 0.44, 0.18, 0.49, 0.46, 0.24, 0.51], "charge": 1}



| no. | E (eV) |
| --- | --- |
| 1 | -5714.45514 |
| 2 | -6846.78034 |
| 3 | -8841.98862 |
| 4 | -59866.34485 |
| 5 | -117333.02539 |
| 6 | -10987.89552 |